[1]
Below is a 8-piece molecular cluster, C55H121BF4N6O3 overall in a non-equilibrium geometry, with properties calculated with ωB97M-V/def2-TZVPD.

The geometry in XYZ format:
```
190
C55H121BF4N6O3, DFT ωB97M-V/def2-TZVPD
C -1.67 3.24 0.75
C -2.32 4.61 0.82
C -2.66 4.98 -0.65
N -2.83 6.47 -0.99
C -4.28 6.91 -0.74
C -4.56 8.26 -1.36
C -4.18 8.37 -2.86
C -2.70 7.97 -3.08
C -2.38 6.62 -2.41
C -2.02 7.34 -0.06
H -0.67 3.21 0.31
H -2.36 2.46 0.43
H -1.50 2.91 1.79
H -1.58 5.25 1.28
H -3.30 4.49 1.29
H -3.58 4.49 -0.96
H -1.98 4.55 -1.38
H -4.86 6.17 -1.31
H -4.59 6.68 0.28
H -5.62 8.51 -1.44
H -4.06 9.00 -0.74
H -4.83 7.74 -3.46
H -4.20 9.42 -3.14
H -2.68 7.87 -4.16
H -1.98 8.75 -2.81
H -2.79 5.84 -3.06
H -1.31 6.48 -2.35
H -2.41 7.24 0.95
H -2.08 8.40 -0.32
H -1.00 6.98 -0.18
C -4.55 -1.05 1.74
C -4.10 -1.42 3.20
C -2.68 -1.91 3.25
N -2.10 -1.98 4.67
C -1.72 -0.59 5.19
C -1.16 -0.54 6.58
C -2.01 -1.37 7.57
C -2.47 -2.75 7.05
C -3.02 -2.67 5.63
C -0.86 -2.81 4.54
H -4.01 -1.71 1.06
H -4.31 0.00 1.61
H -5.62 -1.18 1.73
H -4.73 -2.23 3.57
H -4.27 -0.57 3.86
H -1.93 -1.35 2.68
H -2.54 -2.88 2.76
H -2.57 0.06 5.01
H -0.96 -0.37 4.44
H -1.11 0.52 6.83
H -0.13 -0.91 6.64
H -2.96 -0.87 7.79
H -1.53 -1.46 8.54
H -3.12 -3.28 7.75
H -1.58 -3.40 7.07
H -3.98 -2.16 5.66
H -3.09 -3.71 5.32
H -0.32 -2.84 5.48
H -0.21 -2.44 3.75
H -1.16 -3.83 4.30
C 2.99 -1.69 6.73
C 2.65 -0.78 5.51
C 3.83 0.14 5.25
N 3.68 0.95 3.97
C 2.35 1.69 3.91
C 2.37 2.97 3.09
C 3.59 3.78 3.46
C 4.82 3.01 3.00
C 5.03 1.77 3.83
C 3.72 0.14 2.73
H 2.96 -1.08 7.64
H 3.97 -2.17 6.70
H 2.28 -2.50 6.86
H 1.82 -0.16 5.84
H 2.25 -1.47 4.77
H 4.85 -0.24 5.25
H 3.78 0.90 6.02
H 2.12 1.90 4.96
H 1.49 1.07 3.67
H 1.45 3.54 3.26
H 2.27 2.81 2.01
H 3.61 4.08 4.51
H 3.69 4.74 2.95
H 5.72 3.63 3.06
H 4.80 2.79 1.93
H 5.33 2.07 4.83
H 5.78 1.04 3.53
H 3.60 0.77 1.86
H 2.96 -0.65 2.74
H 4.63 -0.43 2.48
C -0.94 -4.41 -0.41
C 0.10 -4.28 0.71
C 1.50 -4.71 0.26
N 2.62 -4.56 1.25
C 3.93 -4.83 0.50
C 5.18 -5.02 1.32
C 4.94 -6.11 2.38
C 3.67 -5.81 3.16
C 2.42 -5.56 2.36
C 2.65 -3.15 1.78
H -1.90 -4.45 0.08
H -0.76 -5.27 -1.05
H -0.91 -3.55 -1.09
H -0.25 -4.89 1.55
H 0.16 -3.30 1.18
H 1.74 -4.10 -0.62
H 1.46 -5.70 -0.20
H 3.78 -5.75 -0.06
H 3.92 -4.00 -0.21
H 5.95 -5.32 0.59
H 5.63 -4.08 1.67
H 4.90 -7.05 1.81
H 5.78 -6.21 3.06
H 3.63 -6.57 3.94
H 3.80 -4.88 3.72
H 1.92 -6.49 2.07
H 1.72 -5.08 3.04
H 2.75 -2.46 0.95
H 3.51 -3.13 2.45
H 1.70 -3.00 2.27
C -6.29 -2.28 -8.97
C -5.10 -2.23 -8.05
C -5.47 -1.69 -6.67
N -4.34 -1.13 -5.84
C -3.17 -2.14 -5.77
C -2.05 -1.70 -4.82
C -2.57 -1.27 -3.44
C -3.74 -0.32 -3.50
C -4.85 -0.73 -4.46
C -3.75 0.11 -6.45
H -6.78 -1.31 -9.07
H -7.08 -2.97 -8.63
H -5.98 -2.59 -9.97
H -4.35 -1.66 -8.61
H -4.63 -3.20 -7.85
H -5.88 -2.54 -6.13
H -6.22 -0.89 -6.72
H -3.62 -3.05 -5.40
H -2.86 -2.18 -6.81
H -1.31 -2.49 -4.71
H -1.36 -0.95 -5.22
H -3.00 -2.20 -3.02
H -1.83 -0.95 -2.71
H -4.14 -0.20 -2.48
H -3.38 0.70 -3.63
H -5.51 -1.56 -4.21
H -5.46 0.16 -4.61
H -4.53 0.87 -6.44
H -3.58 -0.06 -7.51
H -2.84 0.42 -5.96
C 6.20 -2.14 -2.23
C 4.98 -1.34 -1.76
C 4.86 -0.17 -2.75
N 3.58 0.61 -2.52
C 3.52 1.68 -3.62
C 3.28 1.13 -5.00
C 2.00 0.29 -5.07
C 1.95 -0.70 -3.94
C 2.26 -0.14 -2.54
C 3.67 1.37 -1.24
H 6.00 -2.68 -3.16
H 6.65 -2.90 -1.58
H 7.05 -1.50 -2.48
H 5.11 -1.02 -0.73
H 4.17 -2.04 -1.97
H 4.74 -0.68 -3.70
H 5.68 0.54 -2.78
H 4.41 2.29 -3.48
H 2.68 2.32 -3.33
H 4.17 0.57 -5.33
H 3.35 1.85 -5.82
H 1.86 -0.24 -6.01
H 1.18 1.02 -4.98
H 2.69 -1.50 -4.08
H 0.96 -1.15 -3.78
H 2.35 -0.92 -1.78
H 1.52 0.62 -2.26
H 2.88 2.11 -1.20
H 4.68 1.77 -1.11
H 3.51 0.69 -0.41
B -0.88 2.47 -3.12
F -0.99 1.94 -1.81
F 0.19 3.31 -3.32
F -0.93 1.38 -4.03
F -2.04 3.30 -3.31
O -0.40 -0.68 0.08
C 0.47 -0.13 1.00
O 0.97 0.97 0.70
O 0.60 -0.76 2.10
H -0.46 0.08 -0.54
```

Results
Net charge = +4
HOMO = -16.365 eV
Energy relative to the best compared isomer or geometry (same formula, charge and spin) = 0.0 kcal/mol
Spin multiplicity = 1

These are the Mulliken partial charges, in e, on atoms 1 to 99:
1 C -1.339
2 C -0.426
3 C -0.616
4 N 0.819
5 C -0.807
6 C -0.615
7 C -0.687
8 C -0.812
9 C -0.767
10 C -1.283
11 H 0.240
12 H 0.378
13 H 0.514
14 H 0.402
15 H 0.317
16 H 0.296
17 H 0.048
18 H 0.425
19 H 0.532
20 H 0.376
21 H 0.303
22 H 0.311
23 H 0.363
24 H 0.353
25 H 0.377
26 H 0.488
27 H 0.426
28 H 0.391
29 H 0.462
30 H 0.410
31 C -1.180
32 C -0.873
33 C -0.176
34 N 1.041
35 C -0.305
36 C 0.012
37 C -1.077
38 C -0.789
39 C -0.702
40 C -1.063
41 H 0.274
42 H 0.240
43 H 0.449
44 H 0.484
45 H 0.299
46 H -0.074
47 H 0.521
48 H 0.539
49 H 0.002
50 H 0.573
51 H -0.294
52 H 0.345
53 H 0.486
54 H 0.470
55 H 0.294
56 H 0.501
57 H 0.355
58 H 0.465
59 H -0.053
60 H 0.349
61 C -1.717
62 C 0.990
63 C -0.893
64 N 0.746
65 C -0.009
66 C -0.132
67 C -1.029
68 C -0.444
69 C -0.694
70 C -0.569
71 H 0.430
72 H 0.457
73 H 0.354
74 H 0.014
75 H -0.450
76 H 0.516
77 H 0.507
78 H 0.735
79 H -0.472
80 H 0.611
81 H -0.220
82 H 0.310
83 H 0.429
84 H 0.472
85 H 0.045
86 H 0.515
87 H 0.435
88 H 0.374
89 H -0.965
90 H 0.517
91 C -1.643
92 C 1.241
93 C -1.069
94 N 0.862
95 C -0.817
96 C -0.664
97 C -0.966
98 C -0.556
99 C -0.477

[2]
Below is a 7-piece molecular cluster, C55H121N6O3 overall in a non-equilibrium geometry, with properties calculated with ωB97M-V/def2-TZVPD.

The geometry in XYZ format:
```
185
C55H121N6O3, DFT ωB97M-V/def2-TZVPD
C -10.78 2.41 -8.99
C -10.93 3.16 -7.62
C -12.42 3.49 -7.24
N -12.57 3.84 -5.69
C -14.06 3.92 -5.27
C -14.39 4.48 -3.81
C -13.85 5.81 -3.58
C -12.28 5.74 -3.93
C -11.98 5.27 -5.35
C -11.81 2.81 -4.77
H -11.19 2.82 -9.91
H -11.36 1.50 -8.86
H -9.69 2.33 -9.08
H -10.35 4.08 -7.67
H -10.37 2.55 -6.91
H -12.94 2.53 -7.33
H -12.79 4.33 -7.83
H -14.66 4.45 -6.00
H -14.44 2.91 -5.44
H -15.45 4.68 -3.61
H -14.01 3.90 -2.96
H -14.18 6.64 -4.19
H -14.04 6.17 -2.57
H -11.93 6.77 -3.85
H -11.68 5.22 -3.18
H -12.42 6.03 -5.99
H -10.92 5.28 -5.58
H -10.74 3.02 -4.66
H -11.93 1.81 -5.18
H -12.26 2.85 -3.78
C -9.33 9.01 2.90
C -10.09 7.70 2.54
C -11.62 8.04 2.63
N -12.52 6.77 2.55
C -13.91 7.23 2.78
C -14.92 6.13 2.51
C -14.77 5.25 1.22
C -13.32 4.79 1.01
C -12.43 6.02 1.14
C -12.27 5.80 3.70
H -8.29 9.11 2.61
H -9.60 9.27 3.93
H -9.74 9.86 2.34
H -9.70 6.88 3.14
H -9.74 7.40 1.55
H -11.86 8.72 1.82
H -11.75 8.53 3.59
H -14.04 8.10 2.14
H -13.98 7.53 3.82
H -15.92 6.55 2.38
H -15.16 5.54 3.40
H -15.20 5.63 0.29
H -15.44 4.40 1.32
H -13.18 4.20 0.11
H -13.20 4.05 1.80
H -12.52 6.78 0.36
H -11.40 5.68 1.16
H -12.91 4.92 3.70
H -12.20 6.25 4.68
H -11.34 5.29 3.43
C -9.29 1.25 -3.05
C -8.66 0.66 -1.82
C -9.57 0.87 -0.56
N -8.92 0.33 0.74
C -7.48 0.88 1.06
C -7.53 2.39 1.28
C -8.50 2.72 2.40
C -9.84 2.23 2.25
C -9.86 0.64 1.93
C -8.76 -1.27 0.73
H -10.33 1.01 -3.25
H -8.86 0.93 -4.00
H -9.15 2.33 -3.02
H -7.67 1.07 -1.59
H -8.61 -0.43 -1.91
H -10.45 0.29 -0.84
H -9.78 1.92 -0.32
H -6.72 0.37 0.46
H -7.24 0.29 1.94
H -7.69 2.99 0.38
H -6.53 2.74 1.53
H -8.44 3.81 2.44
H -8.03 2.35 3.32
H -10.40 2.64 1.41
H -10.38 2.38 3.19
H -10.85 0.26 1.67
H -9.41 0.19 2.81
H -8.01 -1.61 0.01
H -9.79 -1.59 0.59
H -8.45 -1.67 1.69
C -19.48 -0.85 -9.15
C -18.62 -1.46 -8.01
C -18.86 -0.97 -6.58
N -17.85 -1.47 -5.51
C -18.40 -0.84 -4.15
C -17.42 -1.06 -2.98
C -16.02 -0.44 -3.36
C -15.52 -1.00 -4.69
C -16.50 -0.83 -5.89
C -17.80 -3.02 -5.46
H -19.45 0.23 -9.31
H -20.50 -1.23 -9.09
H -19.09 -1.26 -10.08
H -17.60 -1.28 -8.35
H -18.81 -2.54 -8.08
H -19.80 -1.35 -6.17
H -18.94 0.11 -6.52
H -18.56 0.21 -4.39
H -19.38 -1.28 -3.97
H -17.81 -0.61 -2.07
H -17.24 -2.10 -2.70
H -16.08 0.64 -3.38
H -15.22 -0.61 -2.64
H -14.58 -0.51 -4.95
H -15.27 -2.06 -4.72
H -16.64 0.25 -5.90
H -16.07 -1.24 -6.80
H -16.91 -3.24 -6.04
H -18.77 -3.35 -5.84
H -17.58 -3.37 -4.46
C -18.54 2.06 -1.46
C -19.39 1.34 -0.40
C -20.86 1.42 -0.49
N -21.60 0.86 0.68
C -23.08 1.32 0.39
C -24.06 0.64 1.36
C -23.98 -0.84 1.27
C -22.55 -1.37 1.66
C -21.45 -0.66 0.79
C -21.17 1.37 2.09
H -18.86 1.73 -2.45
H -17.51 1.70 -1.42
H -18.51 3.15 -1.47
H -19.02 1.67 0.57
H -19.17 0.27 -0.35
H -21.17 0.83 -1.35
H -21.20 2.45 -0.52
H -23.31 1.01 -0.63
H -23.24 2.38 0.55
H -25.10 0.96 1.25
H -23.94 0.90 2.41
H -24.30 -1.18 0.29
H -24.69 -1.12 2.06
H -22.51 -2.45 1.49
H -22.40 -1.26 2.73
H -21.61 -1.11 -0.19
H -20.44 -0.94 1.10
H -21.80 1.14 2.95
H -21.09 2.45 2.23
H -20.18 0.99 2.36
C -7.87 -5.86 -7.55
C -8.09 -4.73 -6.52
C -9.33 -4.99 -5.60
N -9.72 -3.91 -4.57
C -10.43 -2.76 -5.34
C -11.02 -1.74 -4.30
C -12.04 -2.32 -3.27
C -11.45 -3.60 -2.58
C -10.73 -4.57 -3.52
C -8.46 -3.39 -3.69
H -7.12 -5.62 -8.30
H -8.81 -6.06 -8.05
H -7.38 -6.73 -7.12
H -8.05 -3.72 -6.93
H -7.17 -4.68 -5.95
H -8.96 -5.75 -4.91
H -10.17 -5.38 -6.18
H -11.32 -3.10 -5.87
H -9.63 -2.37 -5.96
H -11.41 -0.85 -4.81
H -10.18 -1.35 -3.73
H -12.91 -2.57 -3.88
H -12.29 -1.60 -2.49
H -12.30 -4.00 -2.01
H -10.76 -3.22 -1.82
H -11.45 -5.13 -4.11
H -10.01 -5.22 -3.01
H -7.96 -2.63 -4.29
H -7.85 -4.28 -3.52
H -8.82 -2.99 -2.75
O -13.19 1.00 -2.51
C -13.63 1.44 -1.34
O -12.92 1.21 -0.33
O -14.69 2.02 -1.27
H -12.46 0.54 -2.10
```

Results
Net charge = +5
HOMO = -17.068 eV
Energy relative to the best compared isomer or geometry (same formula, charge and spin) = 61.8 kcal/mol
Spin multiplicity = 1

These are the Mulliken partial charges, in e, on atoms 1 to 99:
1 C -1.353
2 C -0.199
3 C -0.479
4 N 0.482
5 C -0.935
6 C 0.721
7 C -1.188
8 C -0.615
9 C -0.769
10 C -1.505
11 H 0.367
12 H 0.322
13 H 0.379
14 H 0.398
15 H 0.111
16 H 0.296
17 H 0.462
18 H 0.465
19 H 0.476
20 H 0.409
21 H -0.538
22 H 0.407
23 H 0.360
24 H 0.485
25 H 0.238
26 H 0.466
27 H 0.491
28 H 0.386
29 H 0.661
30 H 0.184
31 C -1.413
32 C -0.047
33 C -0.867
34 N 0.201
35 C -0.680
36 C -0.934
37 C -0.782
38 C 0.057
39 C -0.677
40 C -0.926
41 H 0.369
42 H 0.370
43 H 0.379
44 H 0.224
45 H 0.313
46 H 0.398
47 H 0.465
48 H 0.503
49 H 0.481
50 H 0.434
51 H 0.432
52 H 0.373
53 H 0.401
54 H 0.005
55 H 0.111
56 H 0.358
57 H 0.389
58 H 0.451
59 H 0.366
60 H 0.226
61 C -1.216
62 C -0.082
63 C -0.682
64 N 0.369
65 C -0.990
66 C -0.809
67 C -0.497
68 C 0.211
69 C -0.928
70 C -1.002
71 H -0.128
72 H 0.526
73 H 0.559
74 H 0.447
75 H -0.103
76 H 0.087
77 H 0.404
78 H 0.467
79 H 0.628
80 H 0.248
81 H 0.536
82 H 0.228
83 H 0.289
84 H -0.135
85 H 0.476
86 H 0.469
87 H 0.436
88 H 0.377
89 H 0.380
90 H 0.447
91 C -1.439
92 C -0.209
93 C -0.777
94 N 0.343
95 C -0.718
96 C -0.489
97 C -0.134
98 C -0.376
99 C -1.118

- Which of these has the highest HOMO?
  C55H121BF4N6O3

- What is the energy relative to the best compared isomer or geometry (same formula, charge and spin) in the first record?
  0.0 kcal/mol

- Which value of net charge does entry 2 give?
  +5

- What is the formula in the second record?
  C55H121N6O3